A 13-piece molecular cluster, C73H158N8O12 overall in a non-equilibrium geometry. Source: the Open Molecules 2025 dataset; level of theory: wB97M-V/def2-TZVPD.

Each atom is followed by the atoms it is bonded to, with distances in Å.
Geometry (Å):
1 C 1.089 -33.382 4.521  C2 1.529, H11 1.048, H12 1.093, H13 1.098
2 C 1.157 -31.976 5.119  C1 1.529, C3 1.543, H14 1.130, H15 1.077
3 C 1.338 -31.038 3.906  C2 1.543, N4 1.508, H16 1.094, H17 1.068
4 N 1.398 -29.554 4.166  C3 1.508, C5 1.488, C9 1.601, C10 1.520
5 C 0.140 -29.013 4.751  N4 1.488, C6 1.540, H18 1.079, H19 1.061
6 C 0.114 -27.473 4.765  C5 1.540, C7 1.511, H20 1.076, H21 1.105
7 C 0.426 -26.794 3.451  C6 1.511, C8 1.560, H22 1.084, H23 1.128
8 C 1.818 -27.313 2.976  C7 1.560, C9 1.446, H24 1.078, H25 1.074
9 C 1.780 -28.751 2.835  N4 1.601, C8 1.446, H26 1.084, H27 1.111
10 C 2.488 -29.317 5.198  N4 1.520, H28 1.106, H29 1.059, H30 1.107
11 H 0.292 -33.515 3.854  C1 1.048
12 H 0.931 -34.020 5.394  C1 1.093
13 H 2.084 -33.661 4.150  C1 1.098
14 H 1.972 -31.845 5.891  C2 1.130
15 H 0.237 -31.681 5.596  C2 1.077
16 H 0.469 -31.209 3.264  C3 1.094
17 H 2.235 -31.376 3.437  C3 1.068
18 H -0.759 -29.405 4.302  C5 1.079
19 H 0.128 -29.291 5.775  C5 1.061
20 H -0.885 -27.268 5.109  C6 1.076
21 H 0.823 -27.095 5.523  C6 1.105
22 H -0.364 -26.961 2.728  C7 1.084
23 H 0.477 -25.680 3.624  C7 1.128
24 H 2.020 -26.865 2.017  C8 1.078
25 H 2.673 -27.078 3.582  C8 1.074
26 H 0.989 -28.937 2.117  C9 1.084
27 H 2.739 -29.197 2.496  C9 1.111
28 H 2.087 -29.854 6.078  C10 1.106
29 H 2.488 -28.271 5.364  C10 1.059
30 H 3.416 -29.742 4.767  C10 1.107
31 C -3.823 -32.413 1.509  C32 1.587, H41 1.105, H42 1.046, H43 1.115
32 C -4.321 -30.940 1.188  C31 1.587, C33 1.509, H44 1.089, H45 1.118
33 C -5.610 -30.999 0.405  C32 1.509, N34 1.489, H46 1.093, H47 1.119
34 N -6.019 -29.752 -0.297  C33 1.489, C35 1.525, C39 1.551, C40 1.503
35 C -4.941 -29.117 -1.171  N34 1.525, C36 1.543, H48 1.090, H49 1.081
36 C -4.394 -30.099 -2.226  C35 1.543, C37 1.532, H50 1.091, H51 1.085
37 C -5.579 -30.380 -3.156  C36 1.532, C38 1.483, H52 1.130, H53 1.082
38 C -6.765 -30.858 -2.405  C37 1.483, C39 1.500, H54 1.127, H55 1.058
39 C -7.204 -29.980 -1.270  N34 1.551, C38 1.500, H56 1.069, H57 1.097
40 C -6.394 -28.695 0.703  N34 1.503, H58 1.081, H59 1.062, H60 1.089
41 H -4.444 -32.918 2.270  C31 1.105
42 H -2.823 -32.295 1.792  C31 1.046
43 H -3.795 -33.139 0.663  C31 1.115
44 H -3.510 -30.598 0.545  C32 1.089
45 H -4.265 -30.380 2.153  C32 1.118
46 H -6.453 -31.307 1.030  C33 1.093
47 H -5.380 -31.703 -0.434  C33 1.119
48 H -4.113 -28.827 -0.524  C35 1.090
49 H -5.280 -28.325 -1.825  C35 1.081
50 H -3.832 -30.999 -1.973  C36 1.091
51 H -3.691 -29.535 -2.830  C36 1.085
52 H -5.327 -31.217 -3.872  C37 1.130
53 H -5.790 -29.513 -3.766  C37 1.082
54 H -6.587 -31.926 -2.091  C38 1.127
55 H -7.565 -30.904 -3.096  C38 1.058
56 H -7.993 -30.347 -0.649  C39 1.069
57 H -7.481 -28.971 -1.601  C39 1.097
58 H -7.101 -29.072 1.429  C40 1.081
59 H -6.783 -27.855 0.180  C40 1.062
60 H -5.430 -28.436 1.137  C40 1.089
61 C -5.949 -31.542 15.021  C62 1.557, H71 1.092, H72 1.095, H73 1.068
62 C -5.763 -32.722 14.024  C61 1.557, C63 1.516, H74 1.071, H75 1.052
63 C -7.098 -33.245 13.534  C62 1.516, N64 1.488, H76 1.106, H77 1.081
64 N -7.088 -34.083 12.305  C63 1.488, C65 1.477, C69 1.488, C70 1.495
65 C -6.352 -35.355 12.456  N64 1.477, C66 1.561, H78 1.149, H79 1.119
66 C -7.017 -36.253 13.546  C65 1.561, C67 1.551, H80 1.113, H81 1.126
67 C -8.415 -36.601 12.972  C66 1.551, C68 1.548, H82 1.092, H83 1.097
68 C -9.201 -35.305 12.654  C67 1.548, C69 1.472, H84 1.068, H85 1.076
69 C -8.471 -34.339 11.817  N64 1.488, C68 1.472, H86 1.098, H87 1.096
70 C -6.361 -33.338 11.230  N64 1.495, H88 1.096, H89 1.092, H90 1.076
71 H -6.446 -31.841 15.946  C61 1.092
72 H -6.574 -30.718 14.661  C61 1.095
73 H -4.976 -31.199 15.298  C61 1.068
74 H -5.208 -33.533 14.451  C62 1.071
75 H -5.175 -32.357 13.231  C62 1.052
76 H -7.791 -32.403 13.351  C63 1.106
77 H -7.582 -33.872 14.270  C63 1.081
78 H -5.273 -35.047 12.702  C65 1.149
79 H -6.325 -35.906 11.482  C65 1.119
80 H -7.021 -35.795 14.560  C66 1.113
81 H -6.477 -37.237 13.636  C66 1.126
82 H -8.971 -37.208 13.690  C67 1.092
83 H -8.362 -37.215 12.065  C67 1.097
84 H -9.450 -34.899 13.610  C68 1.068
85 H -10.185 -35.474 12.256  C68 1.076
86 H -9.065 -33.427 11.674  C69 1.098
87 H -8.392 -34.753 10.805  C69 1.096
88 H -6.931 -32.410 11.108  C70 1.096
89 H -6.404 -33.935 10.317  C70 1.092
90 H -5.324 -33.109 11.402  C70 1.076
91 C -7.359 -27.435 7.554  C92 1.508, H101 1.094, H102 1.040, H103 1.079
92 C -7.212 -28.458 6.456  C91 1.508, C93 1.561, H104 1.139, H105 1.086
93 C -6.521 -29.771 6.942  C92 1.561, N94 1.522, H106 1.099, H107 1.109
94 N -5.647 -30.510 5.940  C93 1.522, C95 1.565, C99 1.518, C100 1.474
95 C -5.485 -31.938 6.560  N94 1.565, C96 1.551, H108 1.086, H109 1.085
96 C -4.307 -32.785 6.012  C95 1.551, C97 1.530, H110 1.117, H111 1.094
97 C -3.004 -31.996 5.863  C96 1.530, C98 1.493, H112 1.157, H113 1.074
98 C -3.266 -30.715 5.144  C97 1.493, C99 1.527, H114 1.107, H115 1.128
99 C -4.262 -29.889 5.955  N94 1.518, C98 1.527, H116 1.084, H117 1.059
100 C -6.185 -30.546 4.568  N94 1.474, H118 1.097, H119 1.124, H120 1.111
101 H -6.398 -27.217 8.031  C91 1.094
102 H -7.876 -27.738 8.405  C91 1.040
103 H -7.911 -26.615 7.122  C91 1.079
104 H -6.677 -28.099 5.516  C92 1.139
105 H -8.217 -28.647 6.093  C92 1.086
106 H -7.273 -30.520 7.225  C93 1.099
107 H -5.799 -29.575 7.762  C93 1.109
108 H -5.311 -31.762 7.617  C95 1.086
109 H -6.437 -32.422 6.369  C95 1.085
110 H -4.173 -33.557 6.809  C96 1.117
111 H -4.646 -33.360 5.145  C96 1.094
112 H -2.596 -31.808 6.930  C97 1.157
113 H -2.260 -32.620 5.405  C97 1.074
114 H -2.401 -30.044 4.984  C98 1.107
115 H -3.604 -30.882 4.081  C98 1.128
116 H -3.934 -29.934 6.988  C99 1.084
117 H -4.372 -28.880 5.655  C99 1.059
118 H -7.225 -30.894 4.556  C100 1.097
119 H -5.581 -31.293 3.986  C100 1.124
120 H -6.026 -29.570 4.061  C100 1.111
121 C -4.830 -26.507 10.321  C122 1.544, H131 1.060, H132 1.099, H133 1.113
122 C -4.070 -26.184 9.017  C121 1.544, C123 1.429, H134 1.104, H135 1.102
123 C -4.350 -24.811 8.738  C122 1.429, N124 1.540, H136 1.107, H137 1.095
124 N -3.905 -24.170 7.409  C123 1.540, C125 1.520, C129 1.507, C130 1.521
125 C -2.464 -24.605 7.193  N124 1.520, C126 1.603, H138 1.114, H139 1.106
126 C -1.723 -23.752 6.056  C125 1.603, C127 1.556, H140 1.128, H141 1.067
127 C -1.832 -22.226 6.341  C126 1.556, C128 1.566, H142 1.098, H143 1.094
128 C -3.360 -21.928 6.502  C127 1.566, C129 1.478, H144 1.065, H145 1.069
129 C -3.987 -22.679 7.610  N124 1.507, C128 1.478, H146 1.086, H147 1.108
130 C -4.767 -24.640 6.248  N124 1.521, H148 1.058, H149 1.116, H150 1.085
131 H -4.535 -27.469 10.652  C121 1.060
132 H -5.914 -26.568 10.144  C121 1.099
133 H -4.630 -25.740 11.102  C121 1.113
134 H -4.372 -26.897 8.230  C122 1.104
135 H -3.005 -26.466 9.029  C122 1.102
136 H -3.895 -24.157 9.507  C123 1.107
137 H -5.436 -24.676 8.731  C123 1.095
138 H -1.937 -24.381 8.149  C125 1.114
139 H -2.305 -25.664 6.917  C125 1.106
140 H -0.653 -24.110 6.049  C126 1.128
141 H -2.213 -23.992 5.140  C126 1.067
142 H -1.304 -21.984 7.273  C127 1.098
143 H -1.434 -21.644 5.503  C127 1.094
144 H -3.561 -20.902 6.707  C128 1.065
145 H -3.957 -22.099 5.632  C128 1.069
146 H -3.433 -22.532 8.532  C129 1.086
147 H -5.042 -22.353 7.701  C129 1.108
148 H -4.898 -23.858 5.549  C130 1.058
149 H -5.801 -24.716 6.660  C130 1.116
150 H -4.440 -25.626 5.933  C130 1.085
151 C -12.694 -24.910 13.616  C152 1.439, H160 1.061, H161 1.192, H162 1.159
152 C -11.895 -23.997 14.391  C151 1.439, C153 1.534, H163 0.967, H164 1.170
153 C -12.749 -22.724 14.335  C152 1.534, N154 1.589, H165 1.050, H166 1.077
154 N -12.108 -21.501 15.121  C153 1.589, C155 1.484, C156 1.612, C159 1.504
155 C -11.809 -21.954 16.502  N154 1.484, H167 1.073, H168 1.131, H169 1.102
156 C -13.008 -20.164 15.091  N154 1.612, C157 1.531, H170 1.099, H171 1.115
157 C -12.041 -19.017 15.392  C156 1.531, C158 1.669, H172 1.168, H173 1.132
158 C -10.535 -19.651 15.052  C157 1.669, C159 1.427, H174 1.090
159 C -10.872 -20.919 14.492  N154 1.504, C158 1.427, H176 1.082, H177 1.134
160 H -12.637 -25.965 13.703  C151 1.061
161 H -12.136 -24.955 12.564  C151 1.192
162 H -13.715 -24.708 13.104  C151 1.159
163 H -11.127 -23.571 13.986  C152 0.967
164 H -11.409 -24.698 15.193  C152 1.170
165 H -13.669 -22.985 14.772  C153 1.050
166 H -12.779 -22.470 13.289  C153 1.077
167 H -11.621 -21.044 17.038  C155 1.073
168 H -10.887 -22.609 16.507  C155 1.131
169 H -12.594 -22.653 16.835  C155 1.102
170 H -13.628 -20.188 15.998  C156 1.099
171 H -13.577 -20.047 14.138  C156 1.115
172 H -11.971 -18.873 16.549  C157 1.168
173 H -12.236 -18.023 14.888  C157 1.132
174 H -9.571 -19.159 14.924  C158 1.090
175 H -9.895 -16.376 11.842  no bonds
176 H -10.137 -21.694 14.320  C159 1.082
177 H -10.786 -20.516 13.436  C159 1.134
178 C -15.358 -29.919 4.629  C179 1.539, H187 1.076, H188 1.079, H189 1.071
179 C -14.568 -31.182 4.244  C178 1.539, C180 1.489, H190 1.099, H191 1.083
180 C -15.479 -32.272 3.799  C179 1.489, N181 1.506, H192 1.109, H193 1.092
181 N -14.797 -33.522 3.306  C180 1.506, C182 1.537, C183 1.485, C186 1.574
182 C -13.745 -33.992 4.323  N181 1.537, H194 1.082, H195 1.119, H196 1.104
183 C -15.760 -34.580 2.908  N181 1.485, C184 1.562, H197 1.132, H198 1.066
184 C -15.089 -35.525 1.862  C183 1.562, C185 1.517, H199 1.096, H200 1.099
185 C -13.912 -34.727 1.334  C184 1.517, C186 1.550, H201 1.044, H202 1.077
186 C -14.084 -33.303 1.920  N181 1.574, C185 1.550, H203 1.085, H204 1.080
187 H -14.653 -29.315 5.173  C178 1.076
188 H -16.167 -30.100 5.320  C178 1.079
189 H -15.617 -29.297 3.796  C178 1.071
190 H -13.945 -31.446 5.111  C179 1.099
191 H -13.833 -30.911 3.496  C179 1.083
192 H -16.157 -31.936 2.988  C180 1.109
193 H -16.135 -32.600 4.606  C180 1.092
194 H -13.520 -35.012 4.040  C182 1.082
195 H -14.267 -33.937 5.312  C182 1.119
196 H -12.874 -33.315 4.277  C182 1.104
197 H -16.164 -35.167 3.788  C183 1.132
198 H -16.595 -34.131 2.421  C183 1.066
199 H -14.714 -36.445 2.324  C184 1.096
200 H -15.790 -35.811 1.065  C184 1.099
201 H -12.999 -35.165 1.591  C185 1.044
202 H -13.940 -34.601 0.265  C185 1.077
203 H -13.212 -32.658 1.940  C186 1.085
204 H -14.843 -32.854 1.297  C186 1.080
205 C -3.740 -39.507 5.505  C206 1.504, H214 1.083, H215 1.127, H216 1.079
206 C -5.196 -39.238 5.239  C205 1.504, C207 1.515, H217 1.092, H218 1.106
207 C -5.823 -38.105 6.026  C206 1.515, N208 1.499, H219 1.089, H220 1.125
208 N -7.172 -38.366 6.625  C207 1.499, C209 1.449, C210 1.515, C213 1.496
209 C -8.095 -38.599 5.533  N208 1.449, H221 1.089, H222 1.075, H223 1.083
210 C -7.633 -37.192 7.465  N208 1.515, C211 1.542, H224 1.110, H225 1.103
211 C -7.292 -37.463 8.944  C210 1.542, C212 1.588, H226 1.053, H227 1.105
212 C -6.639 -38.910 8.899  C211 1.588, C213 1.523, H228 1.089, H229 1.083
213 C -7.074 -39.520 7.573  N208 1.496, C212 1.523, H230 1.096, H231 1.096
214 H -3.444 -40.387 4.946  C205 1.083
215 H -3.624 -39.578 6.624  C205 1.127
216 H -3.118 -38.639 5.348  C205 1.079
217 H -5.763 -40.166 5.338  C206 1.092
218 H -5.426 -38.970 4.191  C206 1.106
219 H -5.957 -37.212 5.417  C207 1.089
220 H -5.200 -37.865 6.931  C207 1.125
221 H -8.124 -37.699 4.920  C209 1.089
222 H -9.098 -38.682 5.909  C209 1.075
223 H -7.788 -39.410 4.885  C209 1.083
224 H -8.733 -37.129 7.332  C210 1.110
225 H -7.155 -36.267 7.102  C210 1.103
226 H -8.125 -37.497 9.587  C211 1.053
227 H -6.574 -36.728 9.349  C211 1.105
228 H -7.074 -39.463 9.730  C212 1.089
229 H -5.558 -38.884 8.956  C212 1.083
230 H -8.081 -39.946 7.641  C213 1.096
231 H -6.463 -40.303 7.111  C213 1.096
232 O -8.015 -33.596 4.814  C233 1.415, H236 0.939
233 C -7.999 -34.984 4.544  O232 1.415, O234 1.223, O235 1.296
234 O -8.889 -35.470 3.860  C233 1.223
235 O -7.063 -35.598 5.197  C233 1.296
236 H -8.480 -33.000 4.257  O232 0.939
237 O -9.955 -30.129 6.026  C238 1.381, H241 1.009
238 C -10.463 -30.647 4.850  O237 1.381, O239 1.253, O240 1.216
239 O -9.543 -30.951 4.056  C238 1.253
240 O -11.678 -30.616 4.885  C238 1.216
241 H -10.826 -29.963 6.507  O237 1.009
242 O -4.589 -27.364 2.864  C243 1.505, H246 1.010
243 C -3.455 -27.661 3.808  O242 1.505, O244 1.300, O245 1.227
244 O -3.577 -27.033 4.939  C243 1.300
245 O -2.672 -28.526 3.428  C243 1.227
246 H -4.928 -26.473 3.197  O242 1.010
247 O -4.950 -30.585 10.943  C248 1.474, H251 0.972
248 C -3.979 -31.379 10.168  O247 1.474, O249 1.233, O250 1.254
249 O -3.919 -32.554 10.535  C248 1.233
250 O -3.482 -30.769 9.191  C248 1.254
251 H -4.959 -29.745 10.454  O247 0.972

Properties
- E (eV) = -114711.3108
- LUMO level (eV) = -8.955
- total charge = +4